*one*
A 2-piece molecular cluster, C11H14N2 overall. Source: the Open Molecules 2025 dataset; level of theory: the ωB97M-V functional and the def2-TZVPD basis.

Summary:
LUMO energy (eV): 0.76
Frontier orbital gap (eV): 9.23

Last column: natural (NBO) charge in e.
Atoms and positions in Å:
C (2.4123, -0.3573, -3.0240)  -0.641
C (0.9750, 0.0594, -2.8739)  0.103
C (0.3277, 0.8608, -1.9852)  -0.122
N (-0.9645, 0.9732, -2.4188)  -0.522
C (-1.0665, 0.2249, -3.5503)  0.149
N (0.0744, -0.3436, -3.8446)  -0.467
H (3.0721, 0.5075, -2.9962)  0.217
H (2.4749, -0.9284, -3.9434)  0.236
H (2.6593, -1.0172, -2.1909)  0.215
H (0.7176, 1.3195, -1.0917)  0.220
H (-1.7207, 1.4267, -1.9382)  0.414
H (-1.8556, 0.2914, -4.2835)  0.198
C (-0.9695, -2.3570, 2.1249)  -0.634
C (-0.7468, -0.8754, 2.3283)  0.017
C (-1.4260, 0.0660, 1.5672)  -0.223
C (-0.8595, 1.3336, 1.4179)  -0.213
C (0.2081, 1.7356, 2.1961)  -0.232
C (0.6909, 0.8842, 3.1900)  -0.201
C (0.2275, -0.4265, 3.2307)  -0.229
H (-1.6483, -2.5248, 1.2935)  0.217
H (-1.4397, -2.8225, 2.9963)  0.218
H (-0.0133, -2.8388, 1.9358)  0.226
H (-2.3445, -0.1534, 1.0325)  0.212
H (-1.2877, 2.0515, 0.7254)  0.203
H (0.7040, 2.6825, 2.0196)  0.213
H (1.3416, 1.2442, 3.9726)  0.214
H (0.4572, -1.0159, 4.1098)  0.214

---

*two*
A 2-piece molecular cluster, C11H14N2 overall. Source: the Open Molecules 2025 dataset; level of theory: the ωB97M-V functional and the def2-TZVPD basis.

Summary:
LUMO energy (eV): 0.79
Frontier orbital gap (eV): 9.36

Last column: natural (NBO) charge in e.
Atoms and positions in Å:
C (-0.2000, -2.5870, 2.9786)  -0.644
C (-0.9278, -1.7444, 2.0080)  0.087
C (-2.0348, -2.0883, 1.2837)  -0.124
N (-2.4303, -0.9421, 0.6428)  -0.523
C (-1.6102, 0.0458, 1.0551)  0.174
N (-0.6538, -0.4154, 1.8052)  -0.469
H (0.8366, -2.7855, 2.7082)  0.220
H (-0.6200, -3.5478, 3.2470)  0.220
H (-0.0316, -2.0422, 3.9197)  0.228
H (-2.4859, -3.0589, 1.1720)  0.217
H (-3.2944, -0.7940, 0.1507)  0.415
H (-1.7188, 1.0815, 0.7863)  0.205
C (1.3458, -0.8036, -0.7712)  -0.649
C (1.1526, 0.5935, -1.2278)  -0.001
C (1.9528, 1.6509, -0.8018)  -0.211
C (1.7509, 2.9359, -1.2822)  -0.205
C (0.7227, 3.2131, -2.1697)  -0.230
C (-0.1187, 2.1802, -2.5719)  -0.202
C (0.1001, 0.9016, -2.0960)  -0.224
H (2.3392, -1.0089, -0.3857)  0.216
H (1.1476, -1.5646, -1.5255)  0.214
H (0.6872, -1.1560, 0.0244)  0.242
H (2.7345, 1.4830, -0.0658)  0.211
H (2.4011, 3.7125, -0.9050)  0.210
H (0.6140, 4.2142, -2.5531)  0.211
H (-1.0256, 2.3951, -3.1161)  0.208
H (-0.6330, 0.1313, -2.3100)  0.203

---

Quick one: least stable of them? *one*

---

*one*
A 2-piece molecular cluster, CH2NO2S overall. Source: the Open Molecules 2025 dataset; level of theory: the ωB97M-V functional and the def2-TZVPD basis.

Summary:
LUMO energy (eV): 3.99
Total charge: -1
Frontier orbital gap (eV): 8.45

Last column: natural (NBO) charge in e.
Atoms and positions in Å:
C (-0.0789, 0.8036, 1.8355)  -0.385
N (0.0816, 0.9384, -0.5779)  -1.024
O (0.6104, -0.3510, -2.7673)  -0.957
O (0.3226, -1.6068, -0.7026)  -0.964
S (0.2340, -0.3128, -1.3369)  2.139
H (-1.2865, 0.9175, 1.6272)  0.093
H (0.1167, -0.3891, 1.9220)  0.097

---

*two*
An isolated ion of composition CH2NO2S and charge -1. Source: the Open Molecules 2025 dataset; level of theory: the ωB97M-V functional and the def2-TZVPD basis.

Summary:
LUMO energy (eV): 4.02
Total charge: -1
Frontier orbital gap (eV): 7.39

Last column: natural (NBO) charge in e.
Atoms and positions in Å:
N (0.2717, 0.5442, -0.1068)  -0.598
O (-0.0310, 0.9911, 1.2538)  -0.454
C (-0.9159, 0.0814, 1.9605)  0.561
O (-1.1181, -1.0224, 1.5086)  -0.690
S (-1.1230, 0.7957, 3.5042)  -0.510
H (-0.2251, -0.4200, 0.0236)  0.370
H (1.3448, 0.4831, -0.2588)  0.321

---

Quick one: least stable of them? *one*

---

*one*
C2H2N2O2S as an isolated structure. Source: the Open Molecules 2025 dataset; level of theory: the ωB97M-V functional and the def2-TZVPD basis.

Summary:
LUMO energy (spin up / spin down) (eV): -0.73 / -1.49
Frontier orbital gap (spin up / spin down) (eV): 7.78 / 6.99

Last column: natural (NBO) charge in e.
Atoms and positions in Å:
C (0.3183, -0.4767, -2.3121)  -0.198
C (-0.0195, 1.6712, 0.6999)  0.861
N (0.0510, 0.4735, 0.7107)  -0.815
N (-0.5859, 0.3651, -2.0017)  0.263
O (-1.1118, 1.3508, -1.6751)  -0.199
O (-0.0304, 2.7448, 0.3535)  -0.464
S (1.1346, 0.3336, -3.5631)  -0.088
H (0.1243, -1.4660, -2.3146)  0.222
H (0.3798, -0.0889, 1.4781)  0.417

---

*two*
A 2-piece molecular cluster, C2H2N2O2S overall. Source: the Open Molecules 2025 dataset; level of theory: the ωB97M-V functional and the def2-TZVPD basis.

Summary:
LUMO energy (spin up / spin down) (eV): -3.85 / -3.85
Frontier orbital gap (spin up / spin down) (eV): 6.47 / 6.48

Last column: natural (NBO) charge in e.
Atoms and positions in Å:
C (-1.7580, -1.1371, 0.9629)  -0.029
C (0.4303, 0.4168, -1.0272)  -0.119
N (-2.3317, -0.7349, 1.8581)  -0.259
N (1.1976, 0.8657, 0.0372)  0.414
O (0.5674, 1.3547, 0.9624)  -0.346
O (2.3852, 0.7593, 0.0253)  -0.333
S (-0.8161, -1.8307, -0.1860)  0.139
H (-0.6255, 0.7025, -0.9440)  0.266
H (0.9508, -0.3963, -1.6887)  0.267

---

Quick one: least stable of them? *two*

---

*one*
HN3O3S as an isolated structure. Source: the Open Molecules 2025 dataset; level of theory: the ωB97M-V functional and the def2-TZVPD basis.

Summary:
LUMO energy (spin up / spin down) (eV): -0.62 / -0.62
Frontier orbital gap (spin up / spin down) (eV): 8.47 / 8.47

Last column: natural (NBO) charge in e.
Atoms and positions in Å:
N (0.2602, 1.0190, 1.5880)  -0.102
N (0.6667, 0.1502, -0.5877)  -0.847
N (-0.5327, -1.1905, -0.7706)  0.687
O (-0.1099, -2.0968, -1.3966)  -0.302
O (-0.2498, 1.5047, 2.5563)  -0.285
O (-1.5187, -0.8588, -0.2911)  -0.265
S (0.0322, 1.5046, 0.0477)  0.709
H (1.4520, -0.0324, -1.1459)  0.404

---

*two*
A single HN3O3S molecule. Source: the Open Molecules 2025 dataset; level of theory: the ωB97M-V functional and the def2-TZVPD basis.

Summary:
LUMO energy (spin up / spin down) (eV): -1.66 / -1.24
Frontier orbital gap (spin up / spin down) (eV): 8.00 / 8.18

Last column: natural (NBO) charge in e.
Atoms and positions in Å:
N (2.2758, 0.8749, -0.1308)  -0.138
N (0.0294, 0.0686, -0.1366)  -1.042
N (2.6429, -0.7874, 0.0293)  0.609
O (3.4209, -1.0575, -0.8074)  -0.265
O (3.3212, 1.3928, -0.4736)  -0.300
O (2.2028, -1.3357, 0.9755)  -0.304
S (0.8427, 1.2593, 0.3449)  1.057
H (-0.4663, -0.4330, 0.6062)  0.383

---

Quick one: least stable of them? *two*

---

*one*
A 2-piece molecular cluster, C3H9O3 overall. Source: the Open Molecules 2025 dataset; level of theory: the ωB97M-V functional and the def2-TZVPD basis.

Summary:
LUMO energy (eV): 3.66
Total charge: -1
Frontier orbital gap (eV): 6.73

Last column: natural (NBO) charge in e.
Atoms and positions in Å:
C (0.4054, 0.9217, 1.0245)  -0.022
O (-0.1626, 1.8483, 0.2220)  -0.959
C (1.1572, -0.1495, 0.2163)  -0.450
C (0.2561, -1.1012, -0.5146)  -0.064
O (0.9873, -2.0430, -1.3325)  -0.753
H (-0.3546, 0.4213, 1.6739)  0.085
H (1.1791, 1.4000, 1.6599)  0.099
H (1.8960, 0.3617, -0.4222)  0.193
H (1.8678, -0.7537, 0.8050)  0.165
H (-0.4647, -0.5662, -1.1246)  0.176
H (-0.3021, -1.7144, 0.2071)  0.143
H (0.6671, -1.9729, -2.2322)  0.458
H (-2.6550, 0.3956, 0.0787)  0.438
H (-1.7514, 1.6113, -0.1453)  0.516
O (-2.7256, 1.3408, -0.1160)  -1.025

---

*two*
A 2-piece molecular cluster, C3H9O3 overall. Source: the Open Molecules 2025 dataset; level of theory: the ωB97M-V functional and the def2-TZVPD basis.

Summary:
LUMO energy (eV): 4.03
Total charge: -1
Frontier orbital gap (eV): 7.47

Last column: natural (NBO) charge in e.
Atoms and positions in Å:
C (0.0763, 0.9192, -1.5162)  -0.465
C (0.8966, 0.1330, -0.3967)  0.003
O (0.3230, 0.4322, 0.7656)  -0.909
C (-1.4794, 0.9831, -1.4286)  -0.042
O (-1.9903, 0.6310, -0.1472)  -0.817
H (0.1734, 0.6335, -2.5784)  0.168
H (0.4658, 1.9335, -1.3544)  0.172
H (0.9575, -0.9738, -0.6948)  0.068
H (1.9790, 0.3909, -0.5781)  0.093
H (-1.0641, 0.5455, 0.3840)  0.498
H (-1.8406, 1.9121, -1.8859)  0.125
H (-1.8376, 0.2018, -2.1433)  0.109
H (2.0560, -2.2432, 3.1459)  0.461
H (1.0179, -2.2608, 2.0168)  0.493
O (1.8500, -2.6450, 2.3086)  -0.957

---

Quick one: least stable of them? *two*

---

*one*
A single C6H6OS molecule. Source: the Open Molecules 2025 dataset; level of theory: the ωB97M-V functional and the def2-TZVPD basis.

Summary:
LUMO energy (eV): 0.84
Frontier orbital gap (eV): 9.04

Last column: natural (NBO) charge in e.
Atoms and positions in Å:
C (-2.2097, -0.2280, -0.3596)  0.174
C (-1.4189, -1.2608, 0.0175)  -0.358
C (-0.2453, -0.7022, 0.6103)  -0.345
S (1.4891, -0.9884, -0.1597)  0.206
C (1.9294, 0.7113, -0.1858)  -0.346
C (0.9239, 1.5767, -0.0578)  -0.262
C (-0.4370, 0.8910, 0.4914)  0.073
O (-1.6842, 1.0647, -0.1795)  -0.495
H (-3.0075, -0.3859, -1.0254)  0.199
H (-1.7741, -2.2158, -0.3082)  0.243
H (0.0882, -0.9356, 1.7484)  0.245
H (2.9875, 0.8724, -0.4247)  0.242
H (0.6659, 2.5450, -0.4686)  0.233
H (-0.5657, 1.4891, 1.3746)  0.191

---

*two*
A single C6H6OS molecule. Source: the Open Molecules 2025 dataset; level of theory: the ωB97M-V functional and the def2-TZVPD basis.

Summary:
LUMO energy (eV): 0.15
Frontier orbital gap (eV): 8.50

Last column: natural (NBO) charge in e.
Atoms and positions in Å:
O (-2.6060, 1.3750, 0.6965)  -0.507
C (-2.1335, 0.3664, 0.2396)  0.414
C (-0.7391, -0.0114, -0.0231)  -0.331
C (-0.4102, -1.2474, -0.5251)  -0.144
C (1.0220, -1.3555, -0.7874)  -0.268
C (1.8986, -1.3121, 0.4602)  -0.408
C (1.7062, -0.0748, -0.3230)  -0.393
S (0.5203, 1.1342, 0.0972)  0.376
H (-2.7596, -0.4781, -0.0643)  0.098
H (-1.1255, -2.0238, -0.6709)  0.228
H (1.4187, -1.9682, -1.6136)  0.238
H (1.4925, -1.3676, 1.4810)  0.228
H (2.8762, -1.8399, 0.3410)  0.226
H (2.5587, 0.3389, -0.8467)  0.243

---

*three*
C6H6OS as an isolated structure. Source: the Open Molecules 2025 dataset; level of theory: the ωB97M-V functional and the def2-TZVPD basis.

Summary:
LUMO energy (eV): -2.09
Frontier orbital gap (eV): 6.65

Last column: natural (NBO) charge in e.
Atoms and positions in Å:
C (-1.6559, -0.9898, 0.1376)  -0.099
C (-0.3226, -0.1034, -0.0842)  0.031
C (0.8684, -0.9067, -0.2623)  -0.297
C (2.0622, -0.0874, -0.1729)  -0.191
C (1.4440, 1.3179, -0.1253)  -0.161
C (0.0482, 1.2611, -0.0359)  -0.304
H (-2.1772, 1.0772, 0.2557)  0.445
H (-1.9594, -1.5946, 1.0947)  0.199
H (-1.7749, -1.8336, -0.5801)  0.202
H (0.8799, -2.0042, -0.3195)  0.226
H (2.1392, 2.1755, -0.1726)  0.230
H (-0.4736, 2.1103, 0.4674)  0.238
O (-2.7035, 0.0032, -0.2160)  -0.701
S (3.6252, -0.4256, 0.0133)  0.183

---

Quick one: least stable of them? *three*